Entry 1:
{"formula": "CH10O6", "method": "ωB97M-V/def2-TZVPD", "de_lowest_ev": 2.664, "homo_energy_ha": -0.36998, "gap_ev": 10.40, "symbols": ["H", "O", "O", "H", "H", "C", "H", "O", "O", "H", "H", "O", "H", "H", "O", "H", "H"], "positions_angstrom": [[0.04284, -0.66529, -0.74260], [1.10685, 0.03739, -0.65958], [-0.95399, -1.17064, -0.43029], [1.78213, -0.03119, -1.36751], [0.73187, 0.96216, -0.91478], [-1.63524, -0.25048, 0.24030], [-2.57042, -0.52101, 0.97805], [-1.15002, 0.84505, -0.00952], [0.15137, 0.30762, 3.23635], [0.66233, 0.46559, 2.43824], [0.14068, 1.24809, 3.65151], [1.46696, -2.44700, -0.64784], [0.70788, -2.34179, -0.14472], [1.15486, -2.76889, -1.62840], [0.33373, 2.44714, -1.62825], [0.18578, 2.86662, -0.75096], [-0.66568, 2.13206, -1.84765]], "nbo_charge": [0.51, -0.91, -0.77, 0.50, 0.53, 0.66, 0.16, -0.72, -0.94, 0.47, 0.47, -0.95, 0.48, 0.47, -0.94, 0.49, 0.51]}

---

Entry 2:
{"formula": "C47H35F5FeN2P2S2Si", "method": "ωB97M-V/def2-TZVPD", "de_lowest_ev": 0.000, "multiplicity": 2, "s_squared": 0.786, "homo_energy_ha": [-0.35443, -0.35474], "charge": 1, "gap_ev": [6.44, 6.44], "symbols": ["Fe", "C", "Si", "C", "C", "C", "C", "C", "C", "P", "C", "C", "C", "C", "C", "C", "C", "C", "C", "C", "C", "C", "C", "C", "C", "C", "C", "C", "P", "C", "C", "C", "C", "C", "C", "C", "C", "C", "C", "C", "C", "H", "H", "H", "H", "H", "H", "H", "H", "H", "H", "H", "H", "H", "H", "H", "H", "H", "H", "H", "H", "H", "H", "H", "H", "H", "H", "H", "H", "H", "H", "H", "F", "C", "C", "F", "C", "F", "C", "S", "C", "F", "C", "F", "S", "C", "N", "C", "C", "C", "N", "H", "H", "H", "H"], "positions_angstrom": [[0.24520, -0.04221, 0.11042], [0.12118, 3.26311, -1.29235], [0.46092, 2.27506, 0.25422], [2.28971, 2.55519, 0.68870], [2.86879, 3.54022, 1.48958], [4.24603, 3.69971, 1.52671], [5.07420, 2.89938, 0.74351], [4.52271, 1.91127, -0.05341], [3.14400, 1.71544, -0.03843], [2.20701, 0.46067, -0.94389], [2.81319, 0.44066, -2.63693], [3.04943, -0.75422, -3.30858], [3.47580, -0.72847, -4.62752], [3.66172, 0.48320, -5.27632], [3.43257, 1.67730, -4.60648], [3.00568, 1.65780, -3.28909], [2.56323, -1.16813, -0.21554], [3.72043, -1.40160, 0.53561], [3.93057, -2.62707, 1.13737], [2.98010, -3.64004, 1.02284], [1.81403, -3.40703, 0.32251], [1.60278, -2.18045, -0.30531], [-0.74283, 2.79069, 1.60852], [-0.63239, 3.89810, 2.44634], [-1.57639, 4.13692, 3.43696], [-2.65625, 3.27819, 3.59288], [-2.80330, 2.18935, 2.74348], [-1.85091, 1.94968, 1.76395], [-1.93999, 0.60018, 0.53295], [-2.99935, 1.30314, -0.76547], [-3.29647, 2.66131, -0.80611], [-4.10432, 3.17211, -1.81577], [-4.62600, 2.32750, -2.78090], [-4.34691, 0.96616, -2.73704], [-3.53684, 0.45825, -1.73813], [-3.04304, -0.62780, 1.29801], [-4.42808, -0.46277, 1.25972], [-5.26094, -1.36929, 1.89957], [-4.71788, -2.44990, 2.58000], [-3.34121, -2.61815, 2.61783], [-2.51073, -1.71259, 1.97688], [0.21884, 4.33098, -1.07801], [0.83110, 3.00938, -2.08190], [-0.87677, 3.08079, -1.69167], [2.25218, 4.20811, 2.07643], [4.68144, 4.47131, 2.14862], [6.14515, 3.05242, 0.75606], [5.15822, 1.29572, -0.68019], [2.89911, -1.70485, -2.81246], [3.66071, -1.65823, -5.14881], [3.99022, 0.49879, -6.30707], [3.58415, 2.62298, -5.10911], [2.83988, 2.59207, -2.76624], [4.46444, -0.62290, 0.63729], [4.84787, -2.80430, 1.68403], [3.15873, -4.60416, 1.48189], [1.05793, -4.17661, 0.23249], [0.73788, -2.07979, -0.93954], [0.19428, 4.58979, 2.34189], [-1.46957, 4.99407, 4.08923], [-3.39036, 3.46423, 4.36592], [-3.65523, 1.52879, 2.85079], [-2.90438, 3.33266, -0.05323], [-4.32558, 4.23094, -1.84054], [-5.25413, 2.72544, -3.56707], [-4.75809, 0.30382, -3.48725], [-3.33081, -0.60471, -1.71033], [-4.86225, 0.37594, 0.72988], [-6.33327, -1.23078, 1.86190], [-5.36717, -3.16407, 3.06928], [-2.91504, -3.47313, 3.12878], [-1.44593, -1.88579, 1.97591], [-1.58139, -5.35276, -4.69775], [-1.31572, -4.19461, -4.10293], [-1.55475, -4.02472, -2.75378], [-2.06140, -5.02206, -2.02793], [-1.26989, -2.80951, -2.15294], [-1.54616, -2.71670, -0.83600], [-0.73707, -1.72422, -2.83346], [-0.32674, -0.13424, -2.19237], [-0.51467, -1.93654, -4.19870], [-0.00328, -0.95856, -4.94887], [-0.79472, -3.13399, -4.82832], [-0.55519, -3.27917, -6.12891], [0.86513, 0.22861, 2.37594], [0.79010, -1.13364, 3.35052], [1.16718, -0.93907, 4.66087], [1.19695, -1.90421, 5.59727], [0.83229, -3.16757, 5.25762], [0.43696, -3.33247, 3.91413], [0.41091, -2.38822, 3.01005], [1.43080, 0.00907, 4.89894], [1.51828, -1.60682, 6.58544], [0.83804, -3.98019, 5.96466], [0.12540, -4.31821, 3.57825]], "lowdin_spin": [1.08, -0.01, -0.05, 0.00, 0.00, 0.00, 0.00, 0.00, 0.00, 0.00, 0.00, 0.00, 0.00, 0.00, 0.00, 0.00, 0.00, 0.01, 0.00, 0.01, 0.00, 0.01, -0.01, 0.00, 0.00, 0.00, 0.00, 0.00, 0.00, 0.00, 0.00, 0.00, 0.00, 0.00, 0.00, 0.01, 0.00, 0.00, 0.00, 0.00, 0.00, 0.00, 0.00, 0.00, 0.00, 0.00, 0.00, 0.00, 0.00, 0.00, 0.00, 0.00, 0.00, 0.00, 0.00, 0.00, 0.00, 0.00, 0.00, 0.00, 0.00, 0.00, 0.00, 0.00, 0.00, 0.00, 0.00, 0.00, 0.00, 0.00, 0.00, 0.00, 0.00, 0.00, 0.00, 0.00, 0.00, 0.00, -0.01, -0.03, 0.00, 0.00, 0.00, 0.00, -0.01, 0.00, 0.00, 0.00, 0.00, 0.00, 0.00, 0.00, 0.00, 0.00, 0.00]}

---

Entry 3:
{"formula": "C6H7NO", "method": "ωB97M-V/def2-TZVPD", "de_lowest_ev": 4.384, "homo_energy_ha": -0.33773, "gap_ev": 9.64, "symbols": ["C", "C", "C", "C", "C", "C", "H", "H", "H", "H", "H", "H", "H", "N", "O"], "positions_angstrom": [[-2.00158, 0.47655, -0.23008], [-0.59029, 0.39485, -0.64935], [0.11652, -0.98030, -0.29896], [0.20896, 0.72027, 0.55955], [1.74824, 0.57549, 0.10115], [1.53659, -0.61865, -0.49124], [-2.45900, 1.55693, -0.32637], [-0.18814, 0.71391, -1.72498], [-0.21597, -1.90281, -0.65230], [-0.79458, -0.88272, 1.49770], [0.13814, 1.50569, 1.31714], [2.70207, 1.04544, 0.37839], [2.41002, -1.40408, -0.76965], [0.09965, -0.67655, 1.15223], [-2.71065, -0.52402, 0.13677]], "nbo_charge": [0.42, -0.36, -0.11, -0.10, -0.21, -0.18, 0.14, 0.26, 0.22, 0.35, 0.22, 0.24, 0.22, -0.59, -0.53]}

---

Entry 4:
{"formula": "C35H55N4O12", "method": "ωB97M-V/def2-TZVPD", "de_lowest_ev": 0.000, "homo_energy_ha": -0.40698, "charge": 1, "gap_ev": 8.11, "symbols": ["C", "C", "O", "O", "C", "C", "C", "C", "C", "C", "C", "C", "N", "C", "C", "C", "C", "C", "O", "N", "C", "C", "C", "C", "C", "C", "C", "N", "C", "N", "H", "H", "H", "H", "H", "H", "H", "H", "H", "H", "H", "H", "H", "H", "H", "H", "H", "H", "H", "H", "H", "H", "H", "H", "H", "H", "H", "H", "H", "H", "H", "H", "H", "H", "H", "H", "H", "C", "C", "C", "O", "C", "O", "O", "H", "H", "H", "H", "H", "H", "C", "C", "C", "O", "C", "O", "O", "H", "H", "H", "H", "H", "H", "C", "C", "C", "O", "C", "O", "O", "H", "H", "H", "H", "H", "H"], "positions_angstrom": [[0.51277, 6.27330, -10.95097], [-0.73173, 7.04164, -10.52596], [-1.37962, 7.64567, -11.35088], [-1.10274, 7.00090, -9.20215], [-1.13376, 8.29177, -8.58697], [-2.07777, 8.27953, -7.37928], [-1.91980, 7.02567, -6.47357], [-1.69424, 7.41661, -4.97686], [-2.72577, 6.78901, -3.99824], [-2.13971, 5.70826, -3.08852], [-3.10079, 5.25447, -1.96763], [-2.89730, 3.74975, -1.65102], [-3.59801, 3.41426, -0.38188], [-4.39246, 2.14915, -0.45152], [-3.96668, 1.11533, 0.59731], [-2.71467, 0.31205, 0.19313], [-2.39134, -0.86996, 1.11312], [-1.20516, -0.57773, 2.05175], [-0.59602, 0.47424, 1.97390], [-0.93866, -1.60621, 2.99699], [0.46285, -1.82537, 3.26974], [1.32952, -0.90057, 3.81709], [2.67564, -1.24173, 4.04262], [3.16934, -2.51015, 3.75362], [2.27427, -3.42215, 3.21197], [0.96986, -3.07717, 2.98610], [-3.89135, 1.75928, 1.97805], [-3.41290, 3.18323, 1.91836], [-2.82101, 3.48955, 0.70693], [-1.53265, 3.82048, 0.70189], [0.98962, 5.78268, -10.09593], [0.20147, 5.47417, -11.63108], [1.19873, 6.95225, -11.45853], [-0.12307, 8.63046, -8.31588], [-1.53295, 9.03883, -9.28585], [-3.10881, 8.29814, -7.75458], [-1.92037, 9.22171, -6.84361], [-2.77397, 6.35470, -6.60042], [-1.03712, 6.47222, -6.81498], [-1.74521, 8.50454, -4.86369], [-0.65980, 7.15027, -4.72236], [-3.57123, 6.40669, -4.58419], [-3.12732, 7.60970, -3.38719], [-1.90909, 4.83033, -3.71378], [-1.20534, 6.04424, -2.62076], [-3.06209, 5.87598, -1.06830], [-4.11374, 5.31166, -2.39079], [-3.37842, 3.22282, -2.47798], [-1.84154, 3.45887, -1.68475], [-5.44198, 2.41150, -0.26612], [-4.34960, 1.65378, -1.42279], [-4.79682, 0.39548, 0.64052], [-1.88218, 1.01343, 0.05416], [-2.92473, -0.10330, -0.80334], [-2.09382, -1.72457, 0.49871], [-3.24909, -1.09676, 1.75999], [-1.49662, -1.51944, 3.83856], [0.97785, 0.10031, 4.05310], [3.39252, -0.52500, 4.43595], [4.19942, -2.80371, 3.92126], [2.57991, -4.43276, 2.95921], [0.28289, -3.81488, 2.58856], [-3.32005, 1.16574, 2.69782], [-4.91616, 1.79288, 2.36994], [-2.70640, 3.26232, 2.64194], [-0.87208, 3.57326, -0.01661], [-1.15292, 4.29164, 1.51018], [0.26939, -6.05141, -2.60453], [0.24686, -5.31582, -1.27249], [1.57945, -4.77191, -0.82454], [1.45179, -4.77602, 0.60429], [0.56609, -5.75932, 0.91545], [0.38031, -6.16715, 2.01664], [-0.07176, -6.20935, -0.19054], [0.04814, -7.10907, -2.47574], [-0.48038, -5.63784, -3.27898], [1.23187, -5.95351, -3.10749], [-0.51458, -4.53062, -1.28677], [1.76489, -3.76334, -1.18983], [2.42439, -5.41029, -1.09399], [4.52498, -8.78295, 3.94655], [5.31130, -8.46573, 2.68263], [5.78166, -7.03737, 2.56932], [5.84015, -6.84628, 1.15040], [4.93534, -7.69294, 0.59551], [4.58291, -7.65185, -0.53957], [4.48411, -8.58478, 1.50885], [3.48991, -9.02976, 3.71678], [4.96162, -9.63931, 4.45942], [4.53908, -7.95325, 4.65473], [6.14346, -9.16410, 2.56900], [6.75995, -6.87948, 3.01836], [5.07476, -6.31580, 2.98681], [1.35244, -1.37418, 7.58843], [1.66652, -2.84695, 7.69915], [1.76342, -3.39670, 9.10133], [2.69417, -4.47351, 8.93236], [3.48376, -4.15520, 7.86851], [4.47828, -4.72692, 7.56775], [2.96724, -3.09317, 7.19576], [2.18622, -0.82144, 7.16079], [0.49292, -1.23864, 6.93123], [1.09140, -0.94189, 8.55608], [0.96144, -3.42903, 7.09775], [0.81097, -3.76088, 9.48092], [2.18551, -2.68552, 9.81621]], "lowdin_charge": [0.02, -0.49, 0.11, -0.04, -0.19, -0.16, -0.18, -0.19, -0.21, -0.22, -0.17, -0.15, 0.03, -0.07, -0.29, -0.15, -0.08, -0.42, 0.08, 0.09, -0.26, -0.04, -0.08, -0.06, -0.07, -0.03, -0.10, 0.12, -0.36, 0.24, 0.08, 0.09, 0.09, 0.13, 0.12, 0.12, 0.11, 0.10, 0.10, 0.10, 0.11, 0.11, 0.11, 0.12, 0.12, 0.12, 0.12, 0.13, 0.11, 0.14, 0.13, 0.15, 0.11, 0.12, 0.13, 0.13, 0.14, 0.11, 0.11, 0.11, 0.11, 0.10, 0.12, 0.13, 0.14, 0.13, 0.14, -0.01, -0.31, -0.08, 0.03, -0.56, 0.16, 0.09, 0.09, 0.08, 0.09, 0.15, 0.14, 0.14, -0.01, -0.31, -0.10, 0.06, -0.56, 0.15, 0.08, 0.09, 0.08, 0.08, 0.16, 0.14, 0.13, -0.01, -0.34, -0.09, 0.07, -0.55, 0.17, 0.07, 0.09, 0.07, 0.08, 0.16, 0.14, 0.14]}